1.
70
Properties=species:S:1:pos:R:3 method="wB97M-V/def2-TZVPD" total_charge=-1 gap_ev=6.8 largest_force_ev_per_a=2.82 lumo_ev=1.381 e_homo_ev=-5.42
H 2.396 -5.331 -4.850
O -2.348 -3.172 -3.225
C 3.276 -3.498 -4.082
C -1.713 -6.453 1.866
O 4.622 -4.824 -1.300
H -0.124 2.265 2.249
O -2.372 2.742 -0.951
C 3.184 -0.543 1.064
O -1.601 -7.723 1.401
F -4.326 7.030 3.474
O -3.393 9.297 1.052
C 3.961 -4.573 -2.249
H -3.416 7.234 0.687
C -0.602 -1.932 -0.626
H -0.979 -3.847 0.332
H -3.368 -8.711 1.822
C 1.129 3.636 0.281
H 4.614 -2.682 0.058
C 2.476 -4.765 -3.925
H 1.661 1.527 -0.169
O -4.587 9.209 2.944
H 4.820 0.164 -1.094
N 3.184 3.544 -0.909
C 4.242 -0.742 -0.905
O -0.484 4.965 2.230
C -1.867 -2.939 -2.168
C 4.890 -1.628 0.124
H -3.474 -6.445 -0.256
C -3.602 -6.838 0.754
H 1.474 -4.573 -3.538
C -0.331 4.079 0.023
O -0.969 6.354 0.591
H 0.422 0.607 1.854
O 3.239 -5.481 -2.947
C -1.502 -2.930 0.052
O 2.378 -0.248 1.882
H -0.935 -0.895 -0.547
O -4.201 11.195 1.943
O -2.978 -5.966 1.683
O -0.921 1.363 0.489
H -1.989 -2.522 0.934
C -3.341 7.932 1.514
O 3.846 4.008 -0.061
H 4.081 -3.557 -4.817
C 0.155 1.571 1.449
O -0.827 -5.846 2.359
O 3.831 -3.321 -2.786
F 0.676 -2.029 -0.184
F -4.924 -6.916 1.044
C -4.527 7.881 2.440
H -0.452 4.429 -0.999
O -2.456 -3.224 -0.978
C -2.905 -8.151 1.008
H 1.482 4.224 1.128
F 6.243 -1.517 0.095
O -0.650 -2.353 -1.985
H 4.063 -1.249 -1.847
C -0.636 5.235 1.033
H -2.398 7.756 2.030
O 1.870 4.035 -0.908
S -1.607 2.810 0.261
F 2.482 -2.443 -4.368
O 4.405 -1.084 1.343
C -4.066 10.014 1.972
C 1.356 2.164 0.658
H -5.474 7.637 1.953
O 3.009 -0.398 -0.271
H -2.859 -8.783 0.124
H 2.192 2.148 1.363
O -2.454 3.076 1.376



2.
47
Properties=species:S:1:pos:R:3 method="wB97M-V/def2-TZVPD" gap_ev=7.7 largest_force_ev_per_a=19.91 lumo_ev=-0.244 de_lowest_kcal_mol=494.7 e_homo_ev=-7.96
C -2.806 -0.615 -1.149
O -5.544 -1.502 -1.025
H 1.014 -1.577 -0.501
H 0.388 2.786 0.000
H 7.001 0.905 -1.402
C 0.477 0.361 -0.327
H -0.745 -1.268 -1.777
H -2.247 2.051 -0.372
C 6.340 -1.837 1.428
C -3.181 0.619 0.594
O -5.610 -0.396 0.600
H -7.201 -0.540 1.872
H -2.830 0.255 -2.104
C 6.717 0.205 -0.459
C -6.858 -0.596 0.834
H -2.854 -0.099 1.536
H -7.480 0.159 -1.064
O 4.964 2.582 -0.204
C 7.559 -1.744 0.651
H 2.658 3.130 0.231
H -3.898 1.202 1.048
C -1.392 -0.715 -0.774
C 2.730 -0.270 -0.467
C -1.914 1.478 0.217
H -9.040 0.120 0.066
C -7.841 0.330 0.084
F 8.766 -0.984 -1.236
H -1.445 -1.784 0.108
H 3.403 -1.204 -0.504
H 8.217 -2.428 0.796
C 2.345 1.916 0.042
H 6.195 -2.383 2.312
C 0.920 1.790 0.049
N -0.993 0.391 -0.340
C 7.678 -0.685 -0.602
H 4.438 -0.604 1.888
H -1.532 1.807 1.059
C 3.163 1.007 -0.023
C 1.408 -0.409 -0.334
H -3.247 -1.493 -1.846
C -5.034 -0.743 -0.294
C 4.621 1.358 -0.239
N -3.733 -0.162 -0.506
C 5.440 -0.497 1.133
H -6.965 -1.533 0.477
H -7.668 1.257 0.340
C 5.613 0.358 0.183



3.
51
Properties=species:S:1:pos:R:3 method="wB97M-V/def2-TZVPD" total_charge=+1 gap_ev="7.2 / 5.1" s2=0.79 multiplicity=2 largest_force_ev_per_a=1.54 lumo_ev="-4.141 / -6.285" e_homo_ev="-11.30 / -11.35"
C -4.999 -1.815 -1.406
Ir 1.959 -0.399 0.133
C -1.741 -3.731 -1.603
H 1.519 1.284 -4.419
H 0.087 1.266 4.924
C 2.600 1.046 2.589
H 4.419 -0.821 -1.520
H -4.410 -3.862 -1.170
O 3.924 -0.411 -2.240
H -6.043 -2.018 -1.208
C -2.737 -2.609 -1.658
C -3.243 -0.269 -1.947
C 2.878 2.957 4.040
C -2.326 -1.309 -1.940
C 2.421 1.247 -3.812
N 0.742 -1.011 1.684
H -0.653 2.833 -1.577
O -0.348 1.137 0.141
H -1.313 0.673 3.583
C 0.970 1.534 4.364
N 0.616 0.854 -0.590
C 1.333 0.754 3.221
C 3.307 2.206 2.988
H -2.914 0.739 -2.166
C -4.581 -0.520 -1.676
C 2.081 0.897 -2.404
H 3.119 0.530 -4.232
H -0.887 -3.566 -2.254
H 2.886 2.235 -3.842
N -0.119 -1.996 1.469
S 1.032 -2.191 -0.944
H 1.433 3.152 5.649
H -1.627 -0.781 2.627
H -0.644 2.006 -3.139
N 2.810 0.146 -1.650
C -0.011 2.427 -2.354
H -2.195 -4.689 -1.848
H -5.295 0.293 -1.673
C -0.054 -2.613 0.306
H -1.283 -1.111 -2.159
H -0.925 -0.927 4.235
S -1.135 -3.965 0.122
C 1.718 2.589 4.773
H 4.211 2.444 2.445
C -0.945 -0.317 3.329
C -4.081 -2.853 -1.391
C 0.423 -0.203 2.731
H 3.431 3.840 4.331
O 3.130 0.281 1.693
H 0.578 3.233 -2.791
C 0.881 1.386 -1.763



4.
50
Properties=species:S:1:pos:R:3 method="wB97M-V/def2-TZVPD" total_charge=+2 gap_ev=6.9 largest_force_ev_per_a=1.41 lumo_ev=-5.469 de_lowest_kcal_mol=3.2 e_homo_ev=-12.40
C -0.974 -2.313 -4.014
H 4.471 1.093 -0.567
C -1.531 3.832 0.167
H -2.073 -3.929 -3.193
N 0.751 0.263 2.012
H -1.180 -2.563 -5.046
H 3.556 1.845 0.577
C 1.384 0.968 -2.986
H 0.130 -0.567 5.710
H -2.044 -3.970 3.133
C -1.458 -3.084 2.932
C 1.221 1.054 2.961
O 0.658 2.891 0.419
C -1.202 -2.747 -1.633
N 2.878 0.009 0.102
C -0.530 2.685 0.159
N -2.896 3.263 -0.122
C 0.303 -0.327 4.669
C 1.023 0.783 4.319
C 0.026 -0.854 2.329
H -1.191 -2.595 4.996
C -0.432 -1.658 -1.283
C 1.162 0.722 -4.345
C 0.390 -0.351 -4.702
N 0.875 0.193 -2.042
H -1.262 4.556 -0.598
C -0.450 -1.652 1.239
Ir 0.914 0.514 -0.014
N 3.519 1.257 -0.248
H 2.000 1.793 -2.653
H 3.234 -0.358 0.985
C 0.090 -0.881 -2.367
H 1.757 1.938 2.640
H -2.731 2.248 -0.276
C -1.464 -3.059 -2.985
N -0.082 -1.188 -0.019
H 3.110 -0.658 -0.632
H 1.598 1.378 -5.084
C -0.991 -2.330 3.967
H 1.429 1.454 5.062
H -1.620 -3.412 -0.902
C -0.225 -1.181 3.675
H -3.321 3.662 -0.960
H -1.527 4.323 1.136
C -1.197 -2.762 1.582
H 0.202 -0.574 -5.745
H -3.545 3.384 0.656
O -0.993 1.530 -0.141
C -0.169 -1.191 -3.714
H -1.594 -3.434 0.847



5.
50
Properties=species:S:1:pos:R:3 method="wB97M-V/def2-TZVPD" total_charge=+2 gap_ev=6.4 largest_force_ev_per_a=1.26 lumo_ev=-6.039 de_lowest_kcal_mol=10.7 e_homo_ev=-12.46
H 4.523 2.848 0.399
C -4.865 0.805 1.205
C -1.571 -2.386 -0.620
C -0.712 2.624 0.889
C -2.790 -3.064 -0.740
C 0.710 2.753 0.760
N 1.425 1.602 0.531
N 0.790 -0.355 2.837
H -2.509 3.774 1.117
H 0.878 0.036 -5.766
C 3.448 2.857 0.505
C -3.894 -1.118 0.170
N -1.494 -1.158 -0.147
C 0.062 0.445 -2.743
H -4.897 -2.928 -0.441
H -3.546 2.372 1.816
C -5.031 -0.425 0.640
H -0.640 -2.854 -0.918
H -6.006 -0.888 0.573
H -0.140 0.002 3.027
C -0.047 1.038 -4.143
C -2.634 -0.496 0.248
N 0.113 -0.102 -5.106
C 0.568 5.158 1.058
H 1.055 -1.003 3.572
N -1.181 1.320 0.766
C -2.477 0.823 0.787
O -0.092 1.253 -1.780
H -1.011 1.518 -4.286
Ir 0.119 0.118 -0.043
H 3.277 4.968 0.766
H 1.051 6.123 1.129
C -3.939 -2.429 -0.358
H 1.703 -1.317 1.371
H -2.803 -4.071 -1.130
H 0.320 -0.925 -4.499
O 0.313 -0.765 -2.637
C -0.785 5.032 1.151
N 0.741 -1.051 1.576
C 2.756 4.020 0.710
H 0.740 1.770 -4.306
C 2.736 1.657 0.411
C 1.351 3.999 0.850
H -0.736 -0.291 -5.638
H 3.257 0.719 0.259
H -1.398 5.912 1.300
H 0.199 -1.915 1.643
H -5.721 1.331 1.606
C -1.435 3.782 1.060
C -3.604 1.430 1.298



6.
47
Properties=species:S:1:pos:R:3 method="wB97M-V/def2-TZVPD" smiles="CCCCc1n[nH]c(=S)n1Cc1ccc(-c2ccccc2C(=O)O)cc1" gap_ev=8.1 largest_force_ev_per_a=6.01 lumo_ev=0.410 de_lowest_kcal_mol=119.5 e_homo_ev=-7.67
H 1.289 -2.449 -7.172
C 0.786 0.157 -2.540
C -0.959 -0.265 4.122
H -1.569 -2.780 5.671
C -1.112 1.844 2.727
N -0.959 2.708 1.637
H 1.189 -3.819 -4.994
H -3.517 3.702 3.049
H 1.233 2.665 1.561
C -0.543 -2.427 5.586
O -0.254 -2.998 -2.086
H 2.485 2.594 -1.003
C 1.763 0.964 -2.090
C 0.864 -2.189 -3.810
C 0.679 0.057 -4.856
H 0.708 0.661 2.900
C 0.400 1.929 -0.282
C 0.799 -0.736 -3.710
S -2.283 5.105 1.218
H -0.311 -1.781 6.419
N -2.001 2.348 3.594
H -2.038 -0.260 4.031
H 1.517 -4.458 -1.454
O 1.838 -3.948 -2.251
H -0.695 0.293 4.990
H 0.775 0.192 -7.010
H -1.166 -0.442 -1.994
C 1.018 -2.759 -5.037
C -0.411 0.577 2.899
H 0.763 -1.602 4.162
H -0.730 -2.298 3.460
H 0.417 1.085 -4.936
N -2.532 3.490 3.017
H 2.717 0.961 -2.463
H -0.646 0.071 1.959
H -1.434 0.838 -0.010
H 0.039 -3.310 5.666
C -1.939 3.600 1.848
H 0.458 3.842 0.518
C 0.282 2.828 0.960
C -0.335 0.209 -1.693
C 1.539 1.974 -1.123
C 0.885 -0.520 -6.140
C -0.367 -1.676 4.225
C 1.089 -1.935 -6.270
C 0.825 -3.054 -2.643
C -0.561 1.013 -0.653